1.
Here is a molecular structure, H16NeO8Xe from the OMol25 dataset. Energies are from wB97M-V/def2-TZVPD.

Last column: natural (NBO) charge in e.
Geometry (Å):
Ne (-0.569, -0.723, 0.106)  0.000
Xe (-1.758, -2.206, 3.528)  0.000
O (1.544, 1.314, -0.994)  -0.990
H (0.755, 1.293, -1.535)  0.499
H (1.220, 1.418, -0.100)  0.492
O (1.368, -1.464, 1.888)  -0.968
H (1.541, -1.295, 0.962)  0.491
H (1.155, -2.396, 1.926)  0.491
O (-0.675, 1.403, -2.782)  -0.967
H (-0.828, 0.620, -3.310)  0.479
H (-1.504, 1.551, -2.327)  0.500
O (0.934, 1.288, 1.810)  -0.982
H (1.417, 1.618, 2.568)  0.483
H (1.046, 0.338, 1.850)  0.501
O (1.658, -1.273, -1.780)  -0.999
H (1.731, -0.327, -1.652)  0.502
H (2.507, -1.532, -2.137)  0.475
O (-2.085, 1.590, -0.440)  -0.977
H (-1.593, 2.391, -0.264)  0.474
H (-2.290, 1.239, 0.427)  0.505
O (0.020, -3.679, -2.229)  -0.956
H (-0.373, -3.975, -1.408)  0.458
H (0.352, -2.803, -2.034)  0.491
O (-2.090, 1.691, 2.384)  -0.967
H (-2.312, 2.414, 2.969)  0.477
H (-1.171, 1.502, 2.574)  0.491

The calculation puts the largest force on an atom at 1.1 eV/Å. As for the frontier orbital gap: 11.167 eV. As for the total energy: -29111.59234 eV.

=====

2.
Here is 2 unconnected molecules or ions with the total composition C3H11N2OS from the OMol25 dataset. Energies are from wB97M-V/def2-TZVPD.

Last column: natural (NBO) charge in e.
Geometry (Å):
N (0.202, 0.768, -0.984)  -0.909
C (-0.435, -0.331, -0.218)  -0.080
C (-1.801, -0.756, -0.771)  -0.541
S (-1.882, -0.775, -2.608)  -0.718
C (-0.570, 0.165, 1.226)  -0.217
N (0.632, 0.682, 1.861)  -0.846
H (-0.038, 0.565, -1.961)  0.404
H (-0.389, 1.587, -0.826)  0.337
H (0.295, -1.152, -0.221)  0.159
H (-1.989, -1.792, -0.465)  0.191
H (-2.558, -0.081, -0.381)  0.174
H (-1.326, 0.957, 1.284)  0.169
H (-0.987, -0.625, 1.848)  0.180
H (1.046, 1.387, 1.267)  0.357
H (1.335, -0.039, 1.962)  0.352
H (2.414, 0.434, -0.460)  0.497
H (2.874, -0.928, -0.442)  0.461
O (3.177, -0.066, -0.110)  -0.970

As for the total charge: -1. The calculation puts the largest force on an atom at 1.2 eV/Å. As for the frontier orbital gap: 6.641 eV. As for the total energy: -19153.66201 eV.

=====

3.
Here is a molecular structure, C2H2GdLiO2 from the OMol25 dataset. Energies are from wB97M-V/def2-TZVPD.

Last column: Löwdin charge in e.
Geometry (Å):
O (-0.337, -0.998, -0.304)  -0.459
C (-1.344, -0.554, 0.528)  -0.137
C (-1.322, 0.772, 0.817)  -0.122
O (-0.270, 1.498, 0.372)  -0.290
Li (-0.963, -0.638, -2.090)  0.859
Gd (1.418, 0.225, 0.199)  1.816
H (-2.257, -1.152, 0.578)  0.163
H (-2.201, 1.296, 1.205)  0.169

As for the total charge: +2. The calculation puts the largest force on an atom at 4.9 eV/Å. As for the frontier orbital gap (alpha / beta): 5.441 / 9.904 eV. The expectation value of S² is 16.77. The spin multiplicity is 8. As for the total energy: -27223.62557 eV.

=====

Please write out number 2 again, unchanged.
Here is 2 unconnected molecules or ions with the total composition C3H11N2OS from the OMol25 dataset. Energies are from wB97M-V/def2-TZVPD.

Last column: natural (NBO) charge in e.
Geometry (Å):
N (0.202, 0.768, -0.984)  -0.909
C (-0.435, -0.331, -0.218)  -0.080
C (-1.801, -0.756, -0.771)  -0.541
S (-1.882, -0.775, -2.608)  -0.718
C (-0.570, 0.165, 1.226)  -0.217
N (0.632, 0.682, 1.861)  -0.846
H (-0.038, 0.565, -1.961)  0.404
H (-0.389, 1.587, -0.826)  0.337
H (0.295, -1.152, -0.221)  0.159
H (-1.989, -1.792, -0.465)  0.191
H (-2.558, -0.081, -0.381)  0.174
H (-1.326, 0.957, 1.284)  0.169
H (-0.987, -0.625, 1.848)  0.180
H (1.046, 1.387, 1.267)  0.357
H (1.335, -0.039, 1.962)  0.352
H (2.414, 0.434, -0.460)  0.497
H (2.874, -0.928, -0.442)  0.461
O (3.177, -0.066, -0.110)  -0.970

As for the total charge: -1. The calculation puts the largest force on an atom at 1.2 eV/Å. As for the frontier orbital gap: 6.641 eV. As for the total energy: -19153.66201 eV.